Record 1
ORCA calculation (ωB97M-V with the def2-TZVPD basis set) on 2 unconnected molecules or ions with the total composition C6H9N2O at a distorted geometry.

Values from the calculation:
LUMO, Ha: -0.179
Frontier orbital gap, eV: 8.943
Relative energy (zero: lowest compared OMol25 entry of this formula, charge and spin), kcal per mole: 66.5
HOMO level, eV: -13.83
Calculated total energy, hartree: -418.40750
F_max, Eh/bohr: 0.0918
Net charge: +1

Last column: Löwdin charge in e.
Geometry (Å):
O: 0.517 2.207 -1.059  0.18
N: -0.849 0.038 1.382  0.12
N: -0.431 0.499 0.223  -0.11
C: -2.293 -0.698 -0.083  0.04
C: 2.465 -0.078 -0.825  -0.03
C: -1.377 0.182 -0.688  0.03
C: -1.921 -0.731 1.259  0.02
C: 1.403 -0.821 -0.533  -0.09
C: 0.457 1.576 -0.074  -0.26
H: 1.115 1.635 0.807  0.16
H: -3.043 -1.308 -0.464  0.11
H: -0.360 0.142 2.216  0.18
H: 0.517 -1.202 -1.099  0.09
H: -2.362 -1.398 2.017  0.17
H: 1.344 -1.187 0.479  0.07
H: -1.150 0.635 -1.699  0.18
H: 2.821 0.234 -1.802  0.08
H: 3.147 0.276 -0.057  0.08

---

Record 2
ORCA calculation (ωB97M-V with the def2-TZVPD basis set) on a molecular structure, C8H18AsHoN2OS5.

Values from the calculation:
LUMO (spin up / spin down), Ha: -0.217 / -0.216
Frontier orbital gap (spin up / spin down), eV: 6.410 / 6.422
Relative energy (zero: lowest compared OMol25 entry of this formula, charge and spin), kcal per mole: 0.0
HOMO level (spin up / spin down), eV: -12.30 / -12.31
Calculated total energy, hartree: -5674.68365
F_max, Eh/bohr: 0.0182
Multiplicity: 5
Net charge: +2

Last column: Mulliken spin population.
Geometry (Å):
Ho: 0.921 0.060 1.073  4.05
As: 1.185 3.091 -0.919  0.00
S: 5.058 -5.017 -0.185  0.00
S: 3.074 -3.770 1.654  0.00
S: 0.703 -1.266 -1.077  -0.02
S: 0.813 -2.108 2.528  -0.01
S: 3.027 -3.091 -1.164  0.00
O: 0.933 2.124 0.494  -0.01
N: -3.932 -3.116 0.897  0.00
N: -1.600 -0.144 1.340  0.00
C: -3.580 -1.695 1.294  0.00
C: 2.676 2.395 -1.884  0.00
C: -2.132 -1.442 0.899  0.00
C: 1.813 -2.651 1.159  0.00
C: 3.812 -4.022 0.090  0.00
C: 1.541 4.880 -0.373  0.00
C: 1.797 -2.338 -0.168  0.00
C: -0.383 2.985 -1.993  0.00
H: -1.712 -0.051 2.350  0.00
H: -0.246 3.594 -2.887  0.00
H: 2.909 3.088 -2.694  0.00
H: -0.544 1.949 -2.297  0.00
H: -1.245 3.352 -1.437  0.00
H: 3.542 2.326 -1.223  0.00
H: 2.440 1.410 -2.292  0.00
H: 2.475 4.911 0.188  0.00
H: -1.486 -2.206 1.344  0.00
H: -1.995 -1.518 -0.183  0.00
H: -3.823 -3.268 -0.110  0.00
H: -4.312 -1.060 0.793  0.00
H: -3.751 -1.649 2.370  0.00
H: -3.327 -3.793 1.374  0.00
H: -4.901 -3.345 1.140  0.00
H: 0.729 5.261 0.247  0.00
H: 1.635 5.494 -1.271  0.00
H: -2.114 0.631 0.925  0.00